# 1
Computed, not measured: a structure of composition C23H21ClN4O4Tl, with ωB97M-V with the def2-TZVPD basis set.

Calculated values
**Net charge**: +1
**Energy relative to the best compared isomer or geometry (same formula, charge and spin)**: 0.8653 eV
**LUMO (spin up / spin down)**: -7.0 / -5.6 eV
**2S+1**: 1
**Max |F|**: 2.85 eV/A
**E_tot**: -2041.42338 Ha
**E_HOMO (spin up / spin down)**: -10.8989 / -11.1873 eV
**Frontier orbital gap (spin up / spin down)**: 3.86 / 5.58 eV

XYZ file:
```
54
Properties=species:S:1:pos:R:3:forces:R:3
Tl 0.241284 -0.300265 -1.107822 -0.7 -0.9 0.7
Cl 7.090751 3.164613 0.382601 -0.4 0.1 -0.2
C 5.630978 2.269581 0.306695 -0.2 -0.3 0.5
C 5.741654 0.864502 0.260873 0.2 -1.0 -0.3
C 4.624685 0.067616 0.358973 1.2 -0.8 0.0
C 3.314524 0.628477 0.588449 -0.6 -0.8 0.2
O 2.340132 -0.123981 0.865957 0.8 1.0 -0.8
C 3.215532 2.091326 0.508115 -0.2 -0.8 -0.2
C 1.923519 2.727562 0.485381 -1.3 1.4 0.8
N 0.712030 2.235131 0.387177 2.6 -0.6 -1.0
C -0.365669 3.056049 0.185477 -1.9 1.8 0.3
C -0.339832 4.445104 -0.106199 1.0 -1.3 -0.2
C -1.489364 5.231907 -0.145442 -0.7 0.6 0.1
C -2.747922 4.665073 -0.030687 0.5 0.9 -0.3
C -2.856046 3.278291 0.149027 -0.3 -0.8 -0.1
C -4.131952 2.631221 0.158408 0.2 -0.2 0.1
C -4.210958 1.277589 0.410613 -0.6 0.7 0.0
C -3.004589 0.601893 0.589740 0.9 -0.8 0.4
N -1.794647 1.140062 0.561872 -0.3 -0.4 -0.6
C -1.683502 2.465003 0.317678 -0.1 0.6 0.0
C 4.369054 2.865629 0.393726 -0.2 0.6 -0.2
H 6.750117 0.424771 0.119845 -0.9 0.3 0.2
H 4.736260 -1.044294 0.315610 -0.3 1.2 0.1
H 2.043996 3.819304 0.670119 -0.3 -0.5 -0.3
H 0.618512 4.886939 -0.407040 -0.4 0.0 0.4
H -1.395243 6.327107 -0.251817 0.0 -0.8 -0.2
H -3.634322 5.311518 -0.131775 0.4 -0.5 0.2
H -5.016726 3.233484 -0.059915 0.2 -0.2 0.2
H -5.168570 0.736552 0.511532 0.7 0.4 -0.3
H -3.004807 -0.480265 0.776676 -0.1 0.4 -0.1
H 4.312478 3.963275 0.309083 -0.1 -0.6 0.2
C -3.166954 -4.192744 1.804334 -0.5 0.1 0.5
N -2.910314 -3.545166 0.543980 -0.5 0.7 -1.4
C -3.870538 -3.410531 -0.420916 -0.1 0.2 0.3
C -3.697744 -2.673713 -1.550268 -0.8 -0.8 0.5
C -2.424211 -2.023864 -1.727416 0.4 0.4 -0.5
O -2.159659 -1.317909 -2.697332 0.0 0.7 -0.5
N -1.496040 -2.230773 -0.774040 0.6 0.5 0.6
C -1.668341 -2.995387 0.311580 1.1 -0.9 1.4
O -0.756357 -3.253128 1.121395 -0.7 0.5 -0.5
H -4.162809 -4.630624 1.734800 0.1 -0.1 0.2
H -3.144355 -3.461556 2.626641 0.1 -0.3 -0.3
H -2.420317 -4.948635 1.971084 0.2 -0.3 0.2
H -4.789100 -3.930719 -0.157359 0.0 0.2 -0.4
H -4.476201 -2.599097 -2.311329 0.4 0.0 0.3
C 3.367642 -2.780540 -1.649004 -0.6 -0.6 1.0
C 2.637443 -3.245977 -0.364679 -0.1 -0.3 -0.4
O 1.242692 -3.043243 -0.569673 -0.4 0.6 0.1
H 4.345951 -3.235287 -1.708869 0.3 -0.2 -0.1
H 3.519653 -1.712684 -1.602433 -0.1 0.5 -0.2
H 2.775887 -3.043800 -2.526866 0.1 0.0 0.0
H 2.968331 -2.655382 0.488433 0.1 0.0 0.2
H 2.820070 -4.312954 -0.135101 0.0 0.4 -0.3
H 0.643920 -3.217070 0.220122 0.9 0.2 -0.5
```
Forces are in eV/Å.

Now the Mulliken charges, all in e: atom 1 (Tl): 1.023, atom 2 (Cl): -0.144, atom 3 (C): 0.297, atom 4 (C): -0.669, atom 5 (C): -0.232, atom 6 (C): 0.295, atom 7 (O): -0.582, atom 8 (C): 0.418, atom 9 (C): -0.081, atom 10 (N): -0.100, atom 11 (C): 0.430, atom 12 (C): -0.457, atom 13 (C): -0.957, atom 14 (C): -0.703, atom 15 (C): 1.038, atom 16 (C): -0.597, atom 17 (C): -0.811, atom 18 (C): 0.003, atom 19 (N): -0.490, atom 20 (C): 0.375, atom 21 (C): -0.818, atom 22 (H): 0.391, atom 23 (H): 0.360, atom 24 (H): 0.388, atom 25 (H): 0.460, atom 26 (H): 0.364, atom 27 (H): 0.366, atom 28 (H): 0.404, atom 29 (H): 0.389, atom 30 (H): 0.426, atom 31 (H): 0.400, atom 32 (C): -0.891, atom 33 (N): 0.118, atom 34 (C): 0.195, atom 35 (C): -0.922, atom 36 (C): 0.781, atom 37 (O): -0.611, atom 38 (N): -0.231, atom 39 (C): 0.342, atom 40 (O): -0.843, atom 41 (H): 0.293, atom 42 (H): 0.314, atom 43 (H): 0.306, atom 44 (H): 0.341, atom 45 (H): 0.453, atom 46 (C): -1.127, atom 47 (C): -0.203, atom 48 (O): -0.332, atom 49 (H): 0.351, atom 50 (H): 0.220, atom 51 (H): 0.348, atom 52 (H): 0.227, atom 53 (H): 0.407, atom 54 (H): 0.279


# 2
Computed, not measured: the molecule C23H21N3O3, with ωB97M-V with the def2-TZVPD basis set.

Calculated values
**Energy relative to the best compared isomer or geometry (same formula, charge and spin)**: 1.1340 eV
**LUMO**: 0.0 eV
**2S+1**: 1
**Max |F|**: 0.61 eV/A
**E_tot**: -1279.07545 Ha
**SMILES**: COc1ccccc1/C=C(\NC(=O)c1cccc(C)c1)C(=O)Nc1ccccn1
**E_HOMO**: -8.3299 eV
**Frontier orbital gap**: 8.37 eV

XYZ file:
```
50
Properties=species:S:1:pos:R:3:forces:R:3
C 0.108386 3.286879 -2.278538 -0.1 -0.2 -0.3
H -0.710813 3.734806 -2.851231 0.0 0.0 0.0
O 0.258064 3.938833 -1.029747 -0.1 0.1 0.6
C -0.725392 3.610292 -0.117584 0.0 -0.2 0.1
C -1.768467 4.492249 0.114349 0.1 0.1 -0.1
C -2.753057 4.178866 1.034440 0.0 0.0 0.0
C -2.699755 2.976803 1.720637 -0.1 0.0 0.1
C -1.663154 2.093625 1.494063 0.1 0.1 0.0
C -0.660316 2.390192 0.573083 -0.1 0.5 0.0
C 0.493900 1.525342 0.373491 0.2 -0.5 -0.1
C 0.493501 0.180679 0.351342 -0.2 0.6 -0.1
N -0.668511 -0.597361 0.369810 0.3 -0.3 0.2
C -1.771838 -0.367369 -0.405987 0.0 0.1 -0.1
O -1.919605 0.638702 -1.069928 -0.1 -0.1 -0.1
C -2.802898 -1.438071 -0.323758 -0.4 -0.1 -0.1
C -2.485435 -2.787578 -0.199479 -0.1 0.1 0.0
C -3.484432 -3.747783 -0.137452 0.0 0.0 0.0
C -4.813249 -3.339340 -0.196269 0.1 0.0 0.0
C -5.137242 -2.001525 -0.332312 0.0 0.0 0.0
C -4.136523 -1.050552 -0.404943 0.2 0.1 0.0
H -4.365606 -0.001945 -0.518369 0.0 0.1 0.0
H -6.172835 -1.700058 -0.385424 -0.1 0.0 0.0
H -5.596868 -4.081632 -0.143495 -0.1 -0.1 0.0
C -3.149300 -5.203136 -0.015693 0.0 0.0 0.0
H -3.487926 -5.742601 -0.899608 0.0 -0.1 0.0
H -2.077708 -5.350795 0.089630 0.1 -0.1 0.0
H -3.648985 -5.636965 0.849179 0.0 -0.1 0.0
H -1.453222 -3.110734 -0.183085 0.1 0.0 0.0
H -0.489636 -1.547489 0.681981 -0.1 0.2 0.0
C 1.705139 -0.693994 0.346785 0.2 0.1 0.0
O 1.581026 -1.892955 0.544131 0.0 0.0 0.0
N 2.895894 -0.077974 0.126749 -0.3 0.3 0.0
C 4.171509 -0.629686 0.086292 0.4 -0.3 0.0
N 5.108441 0.266879 -0.208077 -0.4 0.2 0.0
C 6.365027 -0.133558 -0.273328 0.2 -0.2 0.0
C 6.757713 -1.442845 -0.049828 0.0 -0.1 0.0
C 5.775350 -2.373876 0.257735 0.1 0.3 -0.1
C 4.454167 -1.972829 0.330527 -0.1 -0.1 0.0
H 3.662111 -2.662707 0.564589 0.0 0.0 0.0
H 6.036033 -3.406081 0.440232 0.0 -0.1 0.0
H 7.796261 -1.725522 -0.113824 0.1 0.0 0.0
H 7.083218 0.638223 -0.516721 0.1 0.0 0.0
H 2.905105 0.913396 -0.074848 0.0 -0.2 0.0
H 1.419481 2.068848 0.235109 0.1 -0.1 0.0
H -1.611362 1.168887 2.049552 0.0 -0.1 0.0
H -3.467846 2.728492 2.438164 0.0 0.0 0.1
H -3.564451 4.869355 1.210382 -0.1 0.1 0.0
H -1.794936 5.422319 -0.433248 0.0 0.1 -0.1
H 1.046311 3.425344 -2.814343 0.0 0.0 0.0
H -0.099582 2.221265 -2.149893 0.0 0.0 0.0
```
Forces are in eV/Å.

Now the Mulliken charges, all in e: atom 1 (C): -0.646, atom 2 (H): 0.295, atom 3 (O): -0.539, atom 4 (C): 0.264, atom 5 (C): -0.438, atom 6 (C): -0.451, atom 7 (C): -0.882, atom 8 (C): -0.058, atom 9 (C): 0.033, atom 10 (C): -0.943, atom 11 (C): 0.423, atom 12 (N): -0.020, atom 13 (C): 0.519, atom 14 (O): -0.551, atom 15 (C): 0.412, atom 16 (C): -0.546, atom 17 (C): 0.657, atom 18 (C): -0.514, atom 19 (C): -0.609, atom 20 (C): -0.805, atom 21 (H): 0.481, atom 22 (H): 0.394, atom 23 (H): 0.418, atom 24 (C): -1.501, atom 25 (H): 0.328, atom 26 (H): 0.367, atom 27 (H): 0.342, atom 28 (H): 0.496, atom 29 (H): 0.273, atom 30 (C): 1.112, atom 31 (O): -0.750, atom 32 (N): -0.067, atom 33 (C): 0.294, atom 34 (N): -0.549, atom 35 (C): -0.363, atom 36 (C): -0.356, atom 37 (C): -0.597, atom 38 (C): -0.260, atom 39 (H): 0.469, atom 40 (H): 0.409, atom 41 (H): 0.369, atom 42 (H): 0.382, atom 43 (H): 0.251, atom 44 (H): 0.244, atom 45 (H): 0.480, atom 46 (H): 0.421, atom 47 (H): 0.394, atom 48 (H): 0.453, atom 49 (H): 0.261, atom 50 (H): 0.204